A structure of composition C4H8O2 in a non-equilibrium geometry, computed with wB97M-V/def2-TZVPD.

The value obtained for the calculated total energy is -8369.4991 eV. The spin multiplicity is 1. As for the largest force on an atom: 2.02 eV/Å. Its HOMO energy is -8.8334 eV. For the energy relative to the best compared isomer or geometry (same formula, charge and spin), the calculation gives 3.783 eV.

CARTESIAN COORDINATES (ANGSTROEM)
C1 -0.4600 -1.1616 -1.0664
O1 -0.7407 0.1631 -0.1917
C2 -0.4407 0.0958 1.2430
C3 1.0303 0.5029 1.1629
C4 0.9345 0.8839 -0.3403
O2 1.3922 0.1853 -1.2407
H1 -0.5656 -0.9028 -2.1316
H2 -1.3132 -1.6668 -0.6696
H3 0.4530 -1.7949 -0.9871
H4 -0.6749 -0.9087 1.5963
H5 -1.0606 0.8076 1.8184
H6 1.7242 -0.3320 1.2792
H7 1.3392 1.3302 1.8146
H8 0.6846 1.9422 -0.5239



The molecule C3H6N2O2, computed with wB97M-V/def2-TZVPD.

The value obtained for the calculated total energy is -10283.0051 eV. The spin multiplicity is 1. As for the largest force on an atom: 0.66 eV/Å. Its HOMO energy is -9.5289 eV. For the energy relative to the best compared isomer or geometry (same formula, charge and spin), the calculation gives 1.792 eV.

CARTESIAN COORDINATES (ANGSTROEM)
H1 0.3631 -2.3776 -1.9208
N1 -0.3393 -1.6444 -1.9887
C1 -0.1451 -0.8096 -1.0653
N2 -0.9138 0.3152 -0.7985
C2 -0.2416 1.1201 0.2085
O1 -1.1032 1.6933 1.1374
C3 0.6845 0.0763 0.8500
O2 0.9137 -0.8591 -0.1837
H2 -1.9126 0.1857 -0.6971
H3 0.3125 1.9202 -0.2919
H4 -1.0088 1.1246 1.9078
H5 0.1627 -0.4272 1.6822
H6 1.6342 0.4366 1.2460



> Which of these has the highest HOMO energy?

C4H8O2



> Look up the HOMO energy of the first one.

-8.8334 eV



> What is the formula in the second record?

C3H6N2O2



Please write out number 1 again, unchanged.
A structure of composition C4H8O2 in a non-equilibrium geometry, computed with wB97M-V/def2-TZVPD.

The value obtained for the calculated total energy is -8369.4991 eV. The spin multiplicity is 1. As for the largest force on an atom: 2.02 eV/Å. Its HOMO energy is -8.8334 eV. For the energy relative to the best compared isomer or geometry (same formula, charge and spin), the calculation gives 3.783 eV.

CARTESIAN COORDINATES (ANGSTROEM)
C1 -0.4600 -1.1616 -1.0664
O1 -0.7407 0.1631 -0.1917
C2 -0.4407 0.0958 1.2430
C3 1.0303 0.5029 1.1629
C4 0.9345 0.8839 -0.3403
O2 1.3922 0.1853 -1.2407
H1 -0.5656 -0.9028 -2.1316
H2 -1.3132 -1.6668 -0.6696
H3 0.4530 -1.7949 -0.9871
H4 -0.6749 -0.9087 1.5963
H5 -1.0606 0.8076 1.8184
H6 1.7242 -0.3320 1.2792
H7 1.3392 1.3302 1.8146
H8 0.6846 1.9422 -0.5239